Entry 1:
81
Properties=species:S:1:pos:R:3:mulliken_charge:R:1 method="wB97M-V/def2-TZVPD" charge=-2 largest_force_ev_per_a=3.87 homo_energy_ha=-0.146 lumo_energy_ev=1.5 gap_ha=0.201 multiplicity=1
H 1.3271 -0.6225 8.3196 0.286
H -1.7133 5.9057 -2.7694 0.335
H 6.5069 6.6103 -4.2590 0.281
O -6.1281 -6.1952 -4.2714 -0.618
C 2.0077 0.2480 0.0632 -0.975
C -3.3111 6.5987 -1.5450 -0.607
C 3.7666 -6.0436 3.3837 -0.663
O -4.4345 -4.8342 -3.3385 -0.649
N 5.0927 6.1195 -2.6628 0.816
O 7.7831 -1.3269 -3.8324 -0.510
N 7.8507 -2.5371 -3.9907 0.819
H -4.2129 -0.8325 2.6336 0.342
H -4.9062 7.6102 -0.5468 0.321
O -5.9885 0.7841 7.8207 -0.646
O -9.2768 -0.4193 -2.7065 -0.632
O 3.9504 -5.0504 1.2732 -0.490
H 0.4494 1.0805 2.6713 0.424
O 7.9350 -3.1286 -5.0592 -0.502
C 1.6527 -5.6089 -4.3884 -0.705
O -7.5380 1.1941 -2.3905 -0.677
C -4.0941 7.6870 -1.2546 -0.135
H 7.5617 -2.9997 -1.8713 0.286
N -0.4442 0.3592 0.7777 0.143
Cl -4.9049 -5.5419 -4.5330 1.559
C -2.2381 7.9439 -3.2981 -0.683
C -2.3853 6.7229 -2.5525 -0.024
H -1.8634 0.0092 3.7579 0.499
H 3.0641 -5.9935 4.2156 0.294
O -7.9705 0.1962 -4.4475 -0.632
C 5.9246 7.0748 -3.4632 -0.644
C -1.5586 0.0147 2.7218 -0.416
H -4.1058 -1.0823 0.8606 0.344
H -3.2286 9.8367 -3.5632 0.285
H -3.2296 5.7288 -0.9101 0.328
C -3.1349 8.9229 -2.9953 -0.007
O -5.0154 -4.6818 -5.7287 -0.633
H 6.6738 7.5309 -2.8161 0.278
O 0.6597 -3.2353 8.3012 -0.473
C 8.0210 -3.3870 -2.7808 -0.660
O 5.6027 5.5526 -1.7181 -0.516
N 1.9580 -6.7000 -5.2894 0.798
H 7.5281 -4.3336 -3.0024 0.294
H 2.8819 -1.0080 8.9465 0.293
O -5.7423 0.4800 10.1846 -0.656
H 9.0820 -3.6336 -2.8210 0.272
H 2.5579 -5.1137 -4.0368 0.308
O -3.9170 0.9049 8.8341 -0.670
N 3.5001 -4.9329 2.3787 0.789
N -2.2748 -0.5447 1.6848 0.110
O -9.4826 1.7541 -3.4867 -0.671
C 0.6118 0.8498 -0.1472 -0.533
H 5.3094 7.7955 -4.0019 0.284
C -3.5943 -1.2019 1.8157 -0.816
H -4.7200 9.6929 -1.8125 0.367
H 2.4649 -1.6192 7.3208 0.250
O 3.9903 5.8580 -3.1025 -0.500
H -1.8656 -0.6780 -0.4911 0.439
H 2.0441 -0.1764 1.0665 0.307
O 1.0510 -7.5059 -5.6415 -0.486
H 0.2921 0.8433 -1.1892 0.450
H 0.7441 1.9265 -0.0415 0.312
O 2.8687 -3.9378 2.8129 -0.492
C -1.5942 -0.3355 0.4965 -0.156
H 2.8293 0.9641 0.0838 0.319
O 3.0726 -6.6408 -5.7596 -0.515
H 4.7939 -5.9836 3.7430 0.271
Cl -5.1849 0.2511 8.8771 1.625
H 0.8660 -5.7905 -3.6561 0.309
O -3.8748 -6.5387 -4.7475 -0.658
O 1.9244 -3.0508 10.0553 -0.517
N 1.4806 -2.6598 8.9467 0.817
Cl -8.5742 0.6632 -3.2582 1.612
H 2.3233 -0.4922 -0.6721 0.289
H 3.6849 -7.0128 2.8916 0.288
C -4.0481 8.8681 -1.9990 -0.534
C 2.0841 -1.4067 8.3198 -0.655
H 1.0580 -4.9394 -5.0097 0.290
C -0.3738 0.6087 2.1555 -0.419
H -1.5644 7.9721 -4.1418 0.354
H -3.3412 -2.2552 1.9368 0.339
O -4.9960 -1.1506 8.6495 -0.653

***

Entry 2:
55
Properties=species:S:1:pos:R:3:nbo_charge:R:1 method="wB97M-V/def2-TZVPD" largest_force_ev_per_a=8.23 homo_energy_ha=-0.302 lumo_energy_ev=0.3 de_lowest_kcal_mol=253.30 smiles="Cc1cccc(CN(N)C(=O)O)c1.CCOCC.CCOCC" gap_ha=0.314 multiplicity=1
H 1.2251 4.3462 -3.8351 0.234
H 3.6504 -0.9882 1.2660 0.382
H -0.1681 -1.5416 4.5459 0.206
H -5.0366 -1.5703 -1.8153 0.214
C 1.2462 2.9146 -1.7913 -0.221
O -5.3869 -0.7419 0.7571 -0.541
H -5.6496 -3.2190 -1.5507 0.216
H -1.5085 0.4415 1.2185 0.212
C 0.7339 -0.9332 4.6441 -0.645
H 0.1579 3.2259 -1.4118 0.237
H -2.3551 -1.1028 1.4923 0.222
C 5.4367 -1.8609 -1.2969 0.893
H 1.7055 1.4181 0.0844 0.245
H 5.9145 -3.3177 -2.6197 0.505
H 5.3459 1.8667 -3.2017 0.228
O 6.7655 -1.7099 -1.1221 -0.618
C 1.8266 3.5853 -3.1740 -0.250
H -7.4911 -0.8358 2.4883 0.213
H -6.7340 -1.8297 -1.4156 0.203
H -6.0111 -2.7179 0.8682 0.161
H 3.2993 4.0564 -5.9139 0.233
O 0.8780 -0.3813 2.2485 -0.552
C 3.3450 3.1911 -3.6903 -0.002
H -0.0154 0.8499 3.6600 0.164
C 2.1795 1.8524 -0.8981 -0.242
H 0.7258 -0.4789 5.6394 0.217
H 5.8022 0.7060 -0.9188 0.243
H -7.9675 -1.7290 1.0443 0.203
N 4.3580 -1.0276 -0.6423 -0.339
H 1.7321 0.7229 3.7258 0.184
C 0.8152 0.1416 3.5733 -0.064
C -5.7192 -2.1803 -1.2138 -0.645
H 4.5705 4.8497 -4.7399 0.230
H -0.0113 -1.4972 0.8032 0.194
H 4.9290 3.1316 -5.4487 0.232
N 4.1995 -1.6113 0.6342 -0.655
C -5.3637 -2.0778 0.2598 -0.063
C 4.2605 2.1228 -2.7859 -0.244
C -0.2221 -1.1861 1.8312 -0.067
H 1.5934 -1.6086 4.5741 0.212
H -8.6774 -0.1410 1.3541 0.216
H -6.9020 0.0998 -0.3842 0.161
O 5.0451 -3.0047 -2.1854 -0.684
H -1.8191 -0.1217 2.8604 0.202
H 4.6758 0.8218 0.5905 0.221
C 4.0587 3.8231 -5.0503 -0.668
C 3.6946 1.4446 -1.3728 -0.020
H -6.4694 0.9443 1.0883 0.188
H 5.1662 -1.7943 0.9871 0.344
C 4.7213 0.4368 -0.5383 -0.289
C -1.5527 -0.4514 1.8544 -0.643
H -0.2673 -2.1027 2.4268 0.162
C -6.6309 -0.0521 0.6648 -0.064
H -4.3421 -2.4490 0.4028 0.185
C -7.7568 -0.7293 1.4292 -0.645

***

Please write out number 2 again, unchanged.
55
Properties=species:S:1:pos:R:3:nbo_charge:R:1 method="wB97M-V/def2-TZVPD" largest_force_ev_per_a=8.23 homo_energy_ha=-0.302 lumo_energy_ev=0.3 de_lowest_kcal_mol=253.30 smiles="Cc1cccc(CN(N)C(=O)O)c1.CCOCC.CCOCC" gap_ha=0.314 multiplicity=1
H 1.2251 4.3462 -3.8351 0.234
H 3.6504 -0.9882 1.2660 0.382
H -0.1681 -1.5416 4.5459 0.206
H -5.0366 -1.5703 -1.8153 0.214
C 1.2462 2.9146 -1.7913 -0.221
O -5.3869 -0.7419 0.7571 -0.541
H -5.6496 -3.2190 -1.5507 0.216
H -1.5085 0.4415 1.2185 0.212
C 0.7339 -0.9332 4.6441 -0.645
H 0.1579 3.2259 -1.4118 0.237
H -2.3551 -1.1028 1.4923 0.222
C 5.4367 -1.8609 -1.2969 0.893
H 1.7055 1.4181 0.0844 0.245
H 5.9145 -3.3177 -2.6197 0.505
H 5.3459 1.8667 -3.2017 0.228
O 6.7655 -1.7099 -1.1221 -0.618
C 1.8266 3.5853 -3.1740 -0.250
H -7.4911 -0.8358 2.4883 0.213
H -6.7340 -1.8297 -1.4156 0.203
H -6.0111 -2.7179 0.8682 0.161
H 3.2993 4.0564 -5.9139 0.233
O 0.8780 -0.3813 2.2485 -0.552
C 3.3450 3.1911 -3.6903 -0.002
H -0.0154 0.8499 3.6600 0.164
C 2.1795 1.8524 -0.8981 -0.242
H 0.7258 -0.4789 5.6394 0.217
H 5.8022 0.7060 -0.9188 0.243
H -7.9675 -1.7290 1.0443 0.203
N 4.3580 -1.0276 -0.6423 -0.339
H 1.7321 0.7229 3.7258 0.184
C 0.8152 0.1416 3.5733 -0.064
C -5.7192 -2.1803 -1.2138 -0.645
H 4.5705 4.8497 -4.7399 0.230
H -0.0113 -1.4972 0.8032 0.194
H 4.9290 3.1316 -5.4487 0.232
N 4.1995 -1.6113 0.6342 -0.655
C -5.3637 -2.0778 0.2598 -0.063
C 4.2605 2.1228 -2.7859 -0.244
C -0.2221 -1.1861 1.8312 -0.067
H 1.5934 -1.6086 4.5741 0.212
H -8.6774 -0.1410 1.3541 0.216
H -6.9020 0.0998 -0.3842 0.161
O 5.0451 -3.0047 -2.1854 -0.684
H -1.8191 -0.1217 2.8604 0.202
H 4.6758 0.8218 0.5905 0.221
C 4.0587 3.8231 -5.0503 -0.668
C 3.6946 1.4446 -1.3728 -0.020
H -6.4694 0.9443 1.0883 0.188
H 5.1662 -1.7943 0.9871 0.344
C 4.7213 0.4368 -0.5383 -0.289
C -1.5527 -0.4514 1.8544 -0.643
H -0.2673 -2.1027 2.4268 0.162
C -6.6309 -0.0521 0.6648 -0.064
H -4.3421 -2.4490 0.4028 0.185
C -7.7568 -0.7293 1.4292 -0.645